Record 1
ORCA calculation (ωB97M-V/def2-TZVPD) on a cluster of 2 separate species, C3H12N3O in total.

```
! wB97M-V def2-TZVPD RIJCOSX def2/J DEFGRID3
* xyz 1 1
O 3.02 -1.54 0.66
N -2.14 2.64 -0.88
N 0.66 -1.35 -0.45
N -0.16 1.20 -0.37
C 0.70 -1.93 0.92
C 2.14 -1.85 1.42
C -1.64 1.35 -0.52
H -2.04 3.32 -0.15
H 0.15 1.82 0.39
H 0.04 -1.37 1.59
H 0.29 1.61 -1.19
H 0.09 -1.91 -1.08
H -2.06 1.06 0.44
H 2.31 -2.06 2.48
H -1.95 0.62 -1.26
H -1.72 3.01 -1.73
H 0.39 -2.97 0.91
H 0.32 -0.28 -0.40
H 1.63 -1.37 -0.79
*
```

Its gap between HOMO and LUMO is 10.13 eV.


Record 2
ORCA calculation (ωB97M-V/def2-TZVPD) on a cluster of 2 separate species, C3H12N3O in total.

```
! wB97M-V def2-TZVPD RIJCOSX def2/J DEFGRID3
* xyz 1 1
O -0.90 -1.53 -1.06
N -1.78 -1.42 -3.09
N 0.89 -0.78 1.27
N -0.64 1.06 1.09
C -1.74 -0.98 -1.80
C 0.65 0.66 0.64
C 1.86 1.50 1.32
H -2.48 -0.16 -1.62
H 0.13 -1.14 0.75
H -1.33 -2.31 -3.27
H 1.66 1.60 2.46
H -0.71 1.73 1.77
H 2.82 0.89 1.17
H -2.50 -1.15 -3.83
H -1.48 0.89 0.59
H 1.95 2.51 0.78
H 0.89 0.46 -0.39
H 0.82 -0.68 2.29
H 1.89 -1.16 0.93
*
```

Its gap between HOMO and LUMO is 11.07 eV.


Record 3
ORCA calculation (ωB97M-V/def2-TZVPD) on a cluster of 2 separate species, C3H12N3O2 in total.

```
! wB97M-V def2-TZVPD RIJCOSX def2/J DEFGRID3
* xyz 1 1
O 2.42 -0.66 0.68
O 0.37 -1.57 0.86
N -0.65 0.37 -1.58
N -1.27 0.38 1.47
N 1.76 -2.38 -0.76
C -0.42 1.47 -0.62
C 1.46 -1.55 0.32
C -1.56 1.47 0.43
H -0.42 2.46 -1.05
H 3.15 -0.65 0.04
H 0.51 1.37 -0.02
H -2.14 0.16 1.93
H -0.90 -0.51 1.09
H -0.57 -0.50 -1.04
H 1.96 -1.80 -1.56
H 1.03 -3.07 -0.94
H -1.54 2.40 1.01
H -2.54 1.29 -0.05
H -0.01 0.54 -2.32
H -0.63 0.77 2.13
*
```

Its gap between HOMO and LUMO is 10.57 eV.


Taking the records one at a time from the top gives relative energy (zero: lowest compared OMol25 entry of this formula, charge and spin) values of 183.5, 197.8, 72.6 kJ/mol.
Taking the records one at a time from the top gives max |F| values of 0.46, 4.10, 2.57 eV/A.